[1]
{
  "formula": "C31H27GeI2N3O2V",
  "method": "ωB97M-V with the def2-TZVPD basis set",
  "total_charge": 2,
  "spin_multiplicity": 2,
  "s2": 1.1136,
  "e_above_lowest_kcal_mol": 45.6,
  "gap_ev": [6.4, 5.7],
  "species": ["V", "I", "C", "C", "C", "I", "C", "C", "C", "C", "N", "C", "C", "O", "H", "H", "H", "H", "N", "C", "N", "C", "C", "O", "C", "C", "H", "H", "H", "H", "H", "H", "H", "H", "C", "Ge", "C", "C", "C", "C", "C", "C", "C", "C", "C", "C", "C", "C", "C", "C", "C", "C", "H", "H", "H", "H", "H", "H", "H", "H", "H", "H", "H", "H", "H", "H", "H"],
  "positions_angstrom": [[0.682, -0.844, 0.551], [3.797, -4.475, -0.971], [2.114, -4.666, 0.194], [1.713, -5.949, 0.667], [0.611, -6.110, 1.462], [0.104, -8.014, 2.091], [-0.171, -4.979, 1.859], [-1.292, -5.006, 2.712], [-1.915, -3.834, 3.034], [-1.441, -2.626, 2.506], [-0.404, -2.533, 1.687], [0.219, -3.721, 1.376], [1.336, -3.611, 0.545], [1.581, -2.287, 0.200], [2.308, -6.807, 0.386], [-1.643, -5.948, 3.112], [-2.771, -3.818, 3.691], [-1.951, -1.720, 2.771], [1.825, 0.658, 0.067], [2.656, 1.348, -0.370], [3.562, 2.114, -0.842], [3.380, 2.793, -2.159], [3.711, 4.261, -1.969], [4.998, 4.412, -1.418], [5.082, 3.865, -0.121], [4.860, 2.363, -0.156], [2.352, 2.640, -2.483], [4.064, 2.318, -2.864], [2.960, 4.742, -1.327], [3.716, 4.761, -2.938], [4.353, 4.345, 0.545], [6.085, 4.073, 0.251], [4.813, 1.932, 0.843], [5.634, 1.860, -0.737], [-1.387, 0.855, 3.191], [-1.453, 0.368, 1.315], [-3.113, -0.444, 0.767], [-4.278, 0.151, 1.258], [-5.529, -0.331, 0.900], [-5.633, -1.425, 0.056], [-4.485, -2.034, -0.436], [-3.238, -1.546, -0.083], [-0.940, 1.807, 0.144], [-0.826, 3.097, 0.597], [-0.597, 4.153, -0.319], [-0.455, 3.892, -1.651], [-0.514, 2.562, -2.151], [-0.312, 2.255, -3.523], [-0.306, 0.963, -3.962], [-0.501, -0.101, -3.051], [-0.722, 0.184, -1.735], [-0.750, 1.515, -1.243], [-2.245, 1.505, 3.385], [-0.477, 1.396, 3.445], [-1.460, -0.012, 3.840], [-4.229, 1.009, 1.921], [-6.420, 0.147, 1.279], [-6.606, -1.805, -0.221], [-4.566, -2.888, -1.093], [-2.366, -2.053, -0.480], [-0.937, 3.334, 1.648], [-0.545, 5.170, 0.044], [-0.284, 4.702, -2.350], [-0.158, 3.068, -4.222], [-0.159, 0.744, -5.011], [-0.497, -1.123, -3.404], [-0.938, -0.652, -1.049]]
}

---

[2]
{
  "formula": "C18H22N4OS",
  "method": "ωB97M-V with the def2-TZVPD basis set",
  "total_charge": 0,
  "spin_multiplicity": 1,
  "e_above_lowest_kcal_mol": 465.8,
  "gap_ev": 6.5,
  "species": ["C", "H", "O", "C", "C", "N", "C", "C", "C", "C", "C", "H", "H", "H", "H", "C", "N", "N", "C", "N", "C", "C", "C", "C", "C", "C", "H", "H", "H", "H", "H", "S", "C", "H", "H", "H", "C", "H", "H", "H", "H", "H", "H", "H", "H", "H"],
  "positions_angstrom": [[6.096, 0.052, -0.586], [6.933, -0.392, -0.879], [4.908, -0.327, -1.550], [4.784, -1.645, -1.547], [3.985, -1.963, -0.451], [2.636, -1.911, -0.546], [2.016, -0.799, -0.123], [0.546, -0.938, -0.839], [0.492, -2.252, -1.426], [1.687, -2.763, -1.229], [2.102, -4.358, -1.776], [1.349, -4.730, -2.374], [2.503, -4.591, -0.927], [2.920, -4.165, -2.401], [-0.392, -2.631, -1.890], [-0.443, -0.066, -0.475], [-0.238, 1.332, -0.164], [-1.245, 2.083, -0.021], [-2.677, 1.819, 0.399], [-3.160, 2.712, 1.042], [-4.429, 2.783, 1.358], [-4.642, 3.150, 2.781], [-6.048, 3.263, 3.208], [-7.010, 2.740, 2.579], [-6.917, 2.271, 0.932], [-5.615, 2.279, 0.711], [-5.265, 1.998, -0.215], [-7.746, 1.823, 0.550], [-7.969, 2.870, 2.932], [-6.194, 3.838, 4.250], [-3.956, 3.662, 3.192], [-3.005, 0.180, 0.394], [-1.983, -0.513, -0.809], [-1.957, -1.460, -0.800], [-2.259, -0.044, -1.753], [-1.107, 2.866, 0.019], [2.455, 0.409, 0.255], [2.956, -0.096, 1.595], [3.279, 0.720, -0.216], [1.794, 0.903, 0.613], [4.074, -3.217, -0.036], [4.354, -1.872, 0.704], [5.870, -2.289, -1.531], [4.405, -1.803, -2.432], [6.329, 1.068, -0.943], [5.783, 0.005, 0.426]]
}

---

[3]
{
  "formula": "C43H62BN16O7PS",
  "method": "ωB97M-V with the def2-TZVPD basis set",
  "total_charge": 0,
  "spin_multiplicity": 1,
  "gap_ev": 4.8,
  "species": ["C", "C", "C", "C", "C", "C", "B", "O", "O", "C", "C", "C", "O", "C", "P", "O", "O", "S", "C", "O", "C", "N", "C", "O", "H", "H", "H", "H", "H", "H", "H", "H", "H", "H", "H", "H", "H", "H", "H", "H", "H", "C", "C", "N", "H", "H", "H", "C", "C", "N", "H", "H", "H", "C", "C", "N", "H", "H", "H", "C", "C", "N", "H", "H", "H", "C", "C", "N", "H", "H", "H", "C", "C", "N", "H", "H", "H", "C", "C", "N", "H", "H", "H", "C", "C", "N", "H", "H", "H", "C", "C", "N", "H", "H", "H", "C", "C", "N", "H", "H", "H", "C", "C", "N", "H", "H", "H", "C", "C", "N", "H", "H", "H", "C", "C", "N", "H", "H", "H", "C", "C", "N", "H", "H", "H", "C", "C", "N", "H", "H", "H"],
  "positions_angstrom": [[0.044, 3.238, -0.137], [0.934, 2.597, -1.216], [0.127, 1.620, -2.106], [0.567, 0.163, -1.964], [0.420, -0.347, -0.566], [-0.786, -0.698, -0.092], [-2.157, -0.694, -0.888], [-2.698, -1.914, -1.229], [-2.864, 0.421, -1.230], [-3.752, 0.237, -2.339], [-3.041, -0.079, -3.639], [-0.862, -1.151, 1.316], [-1.839, -1.803, 1.673], [0.237, -0.772, 2.236], [-0.187, -0.845, 3.902], [1.054, -0.847, 4.918], [-0.941, -2.252, 4.148], [-1.403, 0.633, 4.300], [1.470, -0.427, 1.703], [2.510, -0.119, 2.609], [3.377, 0.732, 2.148], [4.355, 1.191, 1.728], [1.641, -0.458, 0.297], [2.729, -0.597, -0.265], [-0.956, 3.435, -0.517], [0.464, 4.178, 0.211], [-0.062, 2.574, 0.723], [1.314, 3.426, -1.811], [1.753, 2.049, -0.752], [0.302, 1.900, -3.146], [-0.937, 1.753, -1.926], [-0.009, -0.421, -2.681], [1.619, 0.115, -2.243], [-2.033, -2.580, -1.046], [-4.542, -0.486, -2.141], [-4.260, 1.191, -2.482], [-2.619, -1.080, -3.662], [-3.739, -0.037, -4.477], [-2.269, 0.650, -3.874], [1.734, -1.480, 4.649], [-1.890, -2.081, 4.016], [-0.802, 4.417, 4.547], [-0.924, 4.906, 3.177], [-1.020, 5.288, 2.101], [0.159, 3.925, 4.682], [-0.878, 5.250, 5.240], [-1.598, 3.710, 4.761], [2.424, -0.559, -6.080], [1.056, -0.640, -5.577], [-0.021, -0.714, -5.189], [3.071, -1.190, -5.474], [2.460, -0.897, -7.108], [2.777, 0.467, -6.034], [-4.792, -0.395, 2.344], [-4.631, -1.285, 3.490], [-4.473, -1.974, 4.394], [-3.867, -0.374, 1.769], [-5.599, -0.754, 1.709], [-5.026, 0.611, 2.688], [-1.087, -0.815, 8.560], [-1.200, -0.243, 7.234], [-1.320, 0.179, 6.174], [-0.123, -1.311, 8.667], [-1.173, -0.035, 9.313], [-1.878, -1.550, 8.707], [-2.715, -4.764, 6.725], [-2.544, -4.546, 8.161], [-2.409, -4.375, 9.287], [-2.166, -4.007, 6.167], [-2.337, -5.748, 6.456], [-3.769, -4.701, 6.466], [1.043, -3.709, -3.245], [2.355, -3.401, -3.814], [3.386, -3.154, -4.254], [0.871, -4.780, -3.278], [1.010, -3.369, -2.211], [0.268, -3.204, -3.810], [0.099, 5.385, -4.713], [-0.905, 4.326, -4.654], [-1.690, 3.493, -4.599], [-0.382, 6.354, -4.604], [0.820, 5.252, -3.908], [0.618, 5.347, -5.668], [3.941, 3.997, 3.713], [3.057, 5.040, 4.229], [2.360, 5.856, 4.633], [3.398, 3.324, 3.055], [4.749, 4.456, 3.147], [4.365, 3.425, 4.536], [-0.655, 8.170, 6.840], [-1.674, 7.134, 6.988], [-2.475, 6.322, 7.099], [-1.123, 9.152, 6.856], [0.061, 8.101, 7.655], [-0.131, 8.038, 5.894], [-2.324, -6.283, -1.421], [-1.929, -5.160, -2.266], [-1.620, -4.278, -2.931], [-3.183, -6.787, -1.857], [-1.500, -6.989, -1.337], [-2.587, -5.921, -0.429], [-3.530, 3.178, -7.409], [-4.171, 3.996, -8.437], [-4.674, 4.638, -9.242], [-2.543, 2.869, -7.744], [-3.429, 3.749, -6.489], [-4.132, 2.293, -7.212], [-5.815, 2.907, 5.361], [-4.394, 2.660, 5.582], [-3.277, 2.474, 5.757], [-6.278, 3.238, 6.288], [-5.940, 3.679, 4.604], [-6.300, 1.993, 5.025], [5.416, -1.102, -9.384], [4.494, -0.114, -8.830], [3.769, 0.661, -8.395], [4.880, -1.772, -10.052], [6.204, -0.598, -9.940], [5.863, -1.681, -8.579], [5.920, -5.187, -3.774], [7.232, -4.876, -4.334], [8.263, -4.633, -4.774], [5.747, -6.262, -3.812], [5.871, -4.855, -2.739], [5.145, -4.681, -4.343], [6.460, -7.787, -0.235], [5.763, -8.277, -1.422], [5.216, -8.654, -2.356], [7.446, -8.243, -0.174], [6.570, -6.706, -0.292], [5.892, -8.042, 0.657]]
}

---

[4]
{
  "formula": "C4H17CdINO4",
  "method": "ωB97M-V with the def2-TZVPD basis set",
  "total_charge": 1,
  "spin_multiplicity": 1,
  "e_above_lowest_kcal_mol": 0.0,
  "gap_ev": 7.4,
  "species": ["Cd", "I", "C", "C", "C", "O", "C", "N", "H", "H", "H", "H", "H", "H", "H", "H", "H", "H", "H", "O", "H", "H", "O", "H", "H", "O", "H", "H"],
  "positions_angstrom": [[18.163, 28.202, -27.774], [19.311, 26.981, -25.546], [18.961, 24.708, -30.162], [18.137, 25.879, -29.741], [17.286, 25.592, -28.468], [16.601, 26.804, -27.957], [15.402, 26.580, -27.207], [19.077, 26.910, -29.276], [18.301, 24.007, -30.672], [19.494, 24.102, -29.429], [19.638, 24.938, -30.984], [17.475, 26.312, -30.491], [17.727, 24.986, -27.676], [16.637, 24.870, -28.962], [15.225, 27.479, -26.616], [15.590, 25.643, -26.683], [14.517, 26.368, -27.806], [19.339, 27.449, -30.089], [19.994, 26.561, -29.037], [17.336, 29.262, -29.388], [16.547, 29.794, -29.492], [17.687, 29.177, -30.274], [16.956, 29.436, -26.657], [16.774, 29.186, -25.751], [16.705, 30.358, -26.706], [19.578, 29.680, -27.905], [20.512, 29.661, -27.696], [19.445, 30.522, -28.339]]
}

---

[5]
{
  "formula": "C21H21FN2O4",
  "method": "ωB97M-V with the def2-TZVPD basis set",
  "smiles": "NC(=O)c1ccc(NC(=O)COC(=O)C2(c3cccc(F)c3)CCCC2)cc1",
  "total_charge": 0,
  "spin_multiplicity": 1,
  "e_above_lowest_kcal_mol": 0.0,
  "gap_ev": 9.3,
  "species": ["N", "C", "O", "C", "C", "C", "C", "C", "C", "H", "H", "N", "C", "O", "C", "H", "H", "O", "C", "O", "C", "C", "C", "C", "C", "C", "C", "H", "H", "H", "F", "H", "C", "C", "H", "C", "H", "H", "C", "H", "H", "H", "H", "H", "H", "H", "H", "H", "H"],
  "positions_angstrom": [[-4.338, -0.033, 4.419], [-3.778, -1.117, 3.826], [-3.748, -2.203, 4.368], [-3.204, -0.877, 2.471], [-2.165, -1.703, 2.052], [-1.573, -1.516, 0.822], [-2.024, -0.504, -0.024], [-3.092, 0.296, 0.368], [-3.669, 0.111, 1.609], [-4.506, 0.733, 1.889], [-3.456, 1.062, -0.297], [-1.350, -0.326, -1.234], [-1.608, 0.542, -2.243], [-2.574, 1.257, -2.346], [-0.504, 0.513, -3.314], [-0.779, -0.196, -4.099], [-0.402, 1.515, -3.743], [0.733, 0.084, -2.757], [1.656, 1.028, -2.486], [1.565, 2.171, -2.834], [2.792, 0.418, -1.674], [2.220, 0.043, -0.320], [1.256, 0.867, 0.256], [0.754, 0.561, 1.507], [1.187, -0.538, 2.226], [2.159, -1.341, 1.657], [2.670, -1.057, 0.402], [3.435, -1.698, -0.004], [2.524, -2.200, 2.200], [0.772, -0.745, 3.198], [-0.188, 1.364, 2.041], [0.897, 1.751, -0.248], [3.949, 1.429, -1.488], [5.086, 0.924, -2.376], [6.061, 1.245, -2.015], [4.912, -0.590, -2.345], [5.453, -1.095, -3.143], [5.260, -0.983, -1.388], [3.401, -0.756, -2.478], [3.035, -1.724, -2.140], [3.122, -0.649, -3.528], [4.956, 1.290, -3.395], [3.624, 2.432, -1.760], [4.260, 1.439, -0.443], [-0.509, -0.882, -1.336], [-0.752, -2.147, 0.511], [-1.828, -2.486, 2.715], [-4.232, 0.892, 4.044], [-4.692, -0.136, 5.356]]
}

---

[6]
{
  "formula": "C6H14P",
  "method": "ωB97M-V with the def2-TZVPD basis set",
  "total_charge": 1,
  "spin_multiplicity": 1,
  "e_above_lowest_kcal_mol": 72.0,
  "gap_ev": 10.6,
  "species": ["C", "C", "C", "C", "C", "C", "P", "H", "H", "H", "H", "H", "H", "H", "H", "H", "H", "H", "H", "H", "H"],
  "positions_angstrom": [[-0.847, -0.887, 1.393], [-0.606, -1.103, -0.101], [1.460, -1.096, -1.742], [0.970, 1.340, 0.890], [-2.161, 2.167, 0.146], [0.780, -1.731, -0.528], [-0.606, 0.658, 0.397], [-1.911, -1.060, 1.659], [0.061, -1.279, 1.971], [-1.277, -1.298, -0.907], [1.970, -0.143, -1.469], [0.890, -1.121, -2.628], [2.342, -1.626, -1.992], [1.618, 1.236, -0.009], [1.417, 0.766, 1.715], [0.860, 2.352, 1.215], [-2.418, 2.494, 1.188], [-2.922, 1.605, -0.481], [-1.685, 3.068, -0.351], [1.341, -1.544, 0.410], [0.723, -2.797, -0.778]]
}

---

[7]
{
  "formula": "C3H7N",
  "method": "ωB97M-V with the def2-TZVPD basis set",
  "total_charge": -1,
  "spin_multiplicity": 2,
  "s2": 0.7510,
  "e_above_lowest_kcal_mol": 33.9,
  "gap_ev": [3.0, 9.9],
  "species": ["N", "C", "C", "C", "H", "H", "H", "H", "H", "H", "H"],
  "positions_angstrom": [[0.547, -0.037, 1.757], [-0.191, -0.613, 0.618], [-0.361, 0.469, -1.799], [-0.203, 0.519, -0.480], [0.981, -0.907, 2.155], [1.477, 0.361, 1.434], [0.251, -1.638, 0.297], [-1.161, -0.685, 1.044], [-0.213, 1.440, -2.314], [-0.648, -0.453, -2.390], [-0.479, 1.544, -0.323]]
}